<1>
Below is a cluster of 2 separate species, CH3FN2O in total, with properties calculated with the ωB97M-V functional and the def2-TZVPD basis.

Gap between HOMO and LUMO: 9.656 eV
E_LUMO: 0.887 eV

Geometry as ORCA input:
```
! wB97M-V def2-TZVPD RIJCOSX def2/J DEFGRID3
* xyz 0 1
F 1.806 1.978 -0.147
O 1.225 0.245 1.118
N -0.368 -0.621 -0.647
N -0.433 0.490 -1.059
C 0.988 1.353 0.727
H -0.928 -1.416 -1.016
H 0.302 -0.858 0.160
H 0.232 2.049 1.092
*
```

---

<2>
Below is a cluster of 2 separate species, CH3FN2O in total, with properties calculated with the ωB97M-V functional and the def2-TZVPD basis.

Gap between HOMO and LUMO (alpha / beta): 9.121 / 8.848 eV
E_LUMO (alpha / beta): -1.665 / -1.782 eV

Geometry as ORCA input:
```
! wB97M-V def2-TZVPD RIJCOSX def2/J DEFGRID3
* xyz 0 1
F -2.227 -0.059 0.403
O -0.271 1.844 -0.382
N 1.106 0.039 0.038
N -1.078 -0.263 -0.262
C -0.106 0.666 -0.181
H 1.116 -1.045 0.203
H -0.386 -1.666 0.577
H 1.847 0.483 -0.396
*
```

---

Question: which arrangement is favored energetically? Ranking from most to least stable: <1>, <2>.

---

<1>
Below is a structure of composition CH4Br2OSi, with properties calculated with the ωB97M-V functional and the def2-TZVPD basis.

Gap between HOMO and LUMO: 10.674 eV
E_LUMO: 0.178 eV

Geometry as ORCA input:
```
! wB97M-V def2-TZVPD RIJCOSX def2/J DEFGRID3
* xyz 0 1
Br -2.627 -0.846 -0.977
Br 0.046 -2.365 -0.256
Si 1.110 0.921 -0.059
O -0.469 0.571 0.158
C -1.188 -1.017 0.215
H 0.982 2.374 0.129
H 1.805 0.365 0.948
H 1.823 0.834 -1.460
H -1.482 -0.837 1.301
*
```

---

<2>
Below is a structure of composition CH4Br2OSi, with properties calculated with the ωB97M-V functional and the def2-TZVPD basis.

Gap between HOMO and LUMO: 10.246 eV
E_LUMO: 0.141 eV

Geometry as ORCA input:
```
! wB97M-V def2-TZVPD RIJCOSX def2/J DEFGRID3
* xyz 0 1
Br -0.623 -0.375 -3.597
Br -2.940 -0.687 -1.473
Si 0.545 -0.801 -0.175
O -0.086 0.438 -0.922
C -1.565 0.320 -2.031
H 1.587 0.162 0.189
H 1.080 -1.671 -1.184
H -0.102 -1.619 0.871
H -1.679 1.376 -1.977
*
```

---

Question: which arrangement is favored energetically? Ranking from most to least stable: <1>, <2>.

---

<1>
Below is the molecule C13H13N3O, with properties calculated with the ωB97M-V functional and the def2-TZVPD basis.

Gap between HOMO and LUMO: 8.344 eV
E_LUMO: -0.295 eV
SMILES string: N#Cc1ccc2c(c1)C[C@@H]1CNCCN1C2=O

Geometry as ORCA input:
```
! wB97M-V def2-TZVPD RIJCOSX def2/J DEFGRID3
* xyz 0 1
O -2.389 -0.480 -1.244
N -0.203 -0.162 -1.454
N 2.162 0.207 -2.831
N -1.223 0.325 6.147
C -1.308 0.212 3.524
C -1.412 -0.064 0.810
C -0.315 0.723 2.750
C 2.223 0.749 -1.420
C 1.547 -1.097 -3.133
C -2.412 -0.338 2.962
C 1.007 0.147 -0.604
C -0.394 0.635 1.380
C -1.192 0.264 4.955
C -2.446 -0.476 1.533
C 0.020 -1.014 -2.696
C -1.428 -0.144 -0.620
C 0.573 1.161 0.467
H 0.115 2.105 0.009
H -3.179 -0.912 3.523
H 2.163 -1.854 -2.644
H -3.220 -0.977 0.972
H 1.895 0.986 -3.505
H 1.377 1.507 0.971
H 1.323 -0.805 -0.172
H 1.573 -1.282 -4.212
H -0.543 -0.722 -3.617
H 0.524 1.131 3.269
H 2.134 1.895 -1.425
H -0.272 -2.132 -2.557
H 3.301 0.409 -1.139
*
```

---

<2>
Below is the molecule C13H13N3O, with properties calculated with the ωB97M-V functional and the def2-TZVPD basis.

Gap between HOMO and LUMO: 8.825 eV
E_LUMO: 0.468 eV
SMILES string: CCCc1cc(-c2ccc3[nH]ncc3c2)on1

Geometry as ORCA input:
```
! wB97M-V def2-TZVPD RIJCOSX def2/J DEFGRID3
* xyz 0 1
O 1.452 0.936 -1.263
N -4.680 -0.843 -2.827
N 2.522 0.944 -0.336
N -5.244 -1.541 -1.773
C -0.844 -0.099 -1.375
C 0.475 0.156 -0.744
C -1.092 0.422 -2.656
C 3.070 -0.278 1.805
C -2.337 0.226 -3.240
C -1.847 -0.869 -0.752
C -4.262 -1.676 -0.908
C 0.890 -0.314 0.450
C 2.796 0.507 3.096
C 3.622 1.776 3.198
C 2.215 0.170 0.657
C -3.342 -0.468 -2.606
C -3.081 -1.003 -1.364
H 3.068 -0.154 3.899
H 4.703 1.549 3.059
H 0.341 -0.950 1.108
H 1.745 0.712 3.217
H -1.703 -1.359 0.218
H 2.909 -1.364 1.948
H 3.380 2.543 2.448
H -2.474 0.590 -4.228
H -0.364 1.060 -3.124
H -5.172 -0.607 -3.682
H 4.125 -0.202 1.551
H -4.346 -2.099 0.057
H 3.475 2.233 4.164
*
```

---

Question: which arrangement is favored energetically? Ranking from most to least stable: <2>, <1>.